ORCA calculation (ωB97M-V with the def2-TZVPD basis set) on a molecular structure, C44H45AsNO7OsS6SeTe.

Structure (XYZ):
```
107
Properties=species:S:1:pos:R:3
H 2.174 2.959 3.725
C 4.642 1.644 2.801
C 1.438 -3.064 4.268
C 0.183 6.052 -0.962
S -1.108 2.386 1.319
C 2.156 -4.555 -2.142
C 0.481 4.024 -6.216
H 2.458 1.330 4.358
H 7.148 4.551 5.710
C -3.197 2.583 -1.365
C 0.162 4.832 -1.615
C 5.952 1.795 2.330
H 7.122 5.476 4.206
H 2.024 0.137 -3.266
H -5.236 2.992 -0.874
H 0.577 6.919 -1.472
O 1.892 1.795 1.615
O -1.598 -1.496 0.970
H -4.583 -0.070 -3.773
S -0.616 -4.822 1.662
C 2.070 -0.723 -2.598
H 4.742 3.948 5.271
C 2.809 2.359 4.377
S 1.321 -2.777 0.612
S -1.448 -5.717 -0.995
C 0.918 -4.288 4.960
H 5.090 -2.871 2.773
H -2.153 3.215 -4.260
H 2.003 2.530 -3.593
C -0.682 5.008 0.996
H 5.710 1.153 0.326
H -0.984 5.046 2.034
H 2.062 -5.619 -1.946
C 1.202 2.903 -4.224
H -4.067 -1.893 0.827
H 2.745 2.759 5.390
H 0.853 -5.111 4.248
C -5.068 1.451 -2.352
C -1.070 -6.235 0.670
H -0.760 0.106 3.007
Os 0.275 -0.706 0.364
C -3.656 -1.903 -0.179
H -0.067 0.614 4.540
H -2.826 3.351 -0.695
S 0.484 -3.864 -2.421
C -0.666 3.777 0.341
C 6.395 3.478 4.008
C 4.544 -1.997 2.423
C -0.298 3.671 -1.006
H 1.582 -4.587 5.774
H 4.469 -2.051 1.336
C -2.181 -1.552 -0.150
C -4.192 0.674 -3.094
H -6.137 1.324 -2.461
Se 2.259 2.977 0.316
H 6.494 -0.051 1.354
H -1.637 4.298 -6.400
C -0.255 -4.417 -0.930
C 2.395 -0.788 2.861
C 6.814 2.693 2.945
O -0.796 1.166 0.411
C -4.564 2.396 -1.477
C 1.501 3.519 -5.426
H -0.078 -4.110 5.357
C -0.112 2.780 -3.775
H 1.056 -1.072 -2.394
O 3.828 2.384 0.183
C 1.125 -0.790 3.457
As -0.352 1.939 -1.960
C 0.098 -3.976 0.290
C 7.313 4.491 4.635
H 3.344 -3.920 3.822
O 3.993 -0.256 -1.223
C -0.267 6.147 0.344
H 2.716 -4.384 -3.056
C -0.832 3.901 -5.792
H 0.708 4.508 -7.159
C 3.175 -1.946 3.022
H 2.531 3.618 -5.741
C -1.122 3.287 -4.585
H 0.590 1.253 3.032
H -0.263 7.097 0.861
C -2.311 1.810 -2.102
O 2.380 4.381 1.073
S -1.845 -7.559 1.365
C 0.676 -1.923 4.139
Te 3.361 0.505 1.359
H -4.165 -1.179 -0.812
H 8.356 4.233 4.456
C 2.714 -3.045 3.724
C 4.212 2.433 3.865
H -2.137 0.223 -3.523
C -2.827 0.844 -2.963
C 6.427 1.015 1.141
H 7.404 1.366 0.812
H -0.316 -1.904 4.576
H 0.540 4.781 -2.626
N 1.952 -0.058 -0.281
C 0.176 0.373 3.502
C 2.754 -0.326 -1.293
C 5.094 3.332 4.454
H 2.647 -1.506 -3.082
H -3.782 -2.894 -0.612
H 7.826 2.804 2.574
O -1.574 -1.324 -1.215
H 2.618 -4.054 -1.296
H 5.089 -1.093 2.694
```

Summary:
HOMO-LUMO gap (spin up / spin down) (Ha): 0.129 / 0.215
Total energy (a.u.): -9669.99105
HOMO (spin up / spin down) (eV): 0.1 / -2.3
2S+1: 6
Total charge: -2

Results of the Mulliken charge analysis, in e, for atoms 1 through 6: number 1, H, carries 0.14; number 2, C, carries -0.10; number 3, C, carries 0.77; number 4, C, carries -0.87; number 5, S, carries -0.23; number 6, C, carries -0.79